Entry 1:
Formula: C9H10N2O2S
Source: the Open Molecules 2025 dataset
Level of theory: ωB97M-V/def2-TZVPD

Properties
- SMILES string: CNS(=O)(=O)[C@H](C#N)c1ccccc1
- Orbital gap: 9.46 eV
- HOMO: -9.32 eV
- Max |F|: 0.136 Eh/bohr
- Total energy: -1007.04983 a.u.

```
! RIJCOSX wB97M-V def2-TZVPD def2/J DEFGRID3
* xyz 0 1
C 3.764 -0.014 -0.437
N 2.881 0.158 0.667
S 1.540 -0.831 0.734
O 0.785 -0.569 1.919
O 1.952 -2.158 0.442
C 0.366 -0.034 -0.690
C 0.847 1.302 -0.801
N 1.347 2.330 -1.082
C -1.088 -0.005 -0.311
C -1.887 -1.152 -0.488
C -3.203 -1.194 -0.108
C -3.707 -0.065 0.484
C -2.956 1.078 0.642
C -1.695 1.119 0.344
H 4.186 -0.967 -0.553
H 3.440 0.251 -1.401
H 4.675 0.547 -0.350
H 2.605 1.117 0.999
H 0.526 -0.721 -1.496
H -1.413 -1.902 -1.041
H -3.900 -2.113 -0.221
H -4.666 -0.066 1.047
H -3.402 1.872 1.133
H -0.999 2.018 0.568
*
```

---

Entry 2:
Formula: C9H10N2O3
Source: the Open Molecules 2025 dataset
Level of theory: ωB97M-V/def2-TZVPD

Properties
- Orbital gap (alpha / beta): 7.40 / 7.40 eV
- HOMO (alpha / beta): -7.71 / -7.71 eV
- Max |F|: 0.068 Eh/bohr
- Total energy: -683.96881 a.u.

```
! RIJCOSX wB97M-V def2-TZVPD def2/J DEFGRID3
* xyz 0 1
C -1.534 0.242 3.113
C -0.687 1.298 2.811
C -1.752 -0.754 2.210
C -0.206 1.514 1.520
C -1.415 -0.489 0.892
C -0.601 0.613 0.557
C 2.337 0.762 -0.077
C 0.936 -2.412 -3.133
C 0.063 0.628 -0.713
N 1.358 0.794 -0.923
N -0.705 0.506 -1.879
O -0.029 0.497 -2.921
O -1.933 0.327 -1.833
O 1.862 -1.965 -2.534
H -1.992 0.030 4.159
H -0.544 2.048 3.616
H -2.328 -1.608 2.545
H 0.556 2.247 1.228
H -1.559 -1.205 0.063
H 2.069 0.562 0.872
H 3.249 0.847 -0.579
H 0.466 -1.762 -3.955
H 0.669 -3.437 -3.127
H 1.720 0.717 -1.914
*
```

---

Entry 3:
Formula: C9H10N3O2
Source: the Open Molecules 2025 dataset
Level of theory: ωB97M-V/def2-TZVPD

Properties
- Orbital gap (alpha / beta): 5.47 / 5.47 eV
- HOMO (alpha / beta): -2.64 / -2.64 eV
- Max |F|: 0.099 Eh/bohr
- Total energy: -663.43742 a.u.

```
! RIJCOSX wB97M-V def2-TZVPD def2/J DEFGRID3
* xyz -1 1
C -1.137 -3.120 0.732
C -0.975 -2.084 1.498
C -2.339 1.959 0.456
C -1.104 1.491 0.494
C 1.937 0.002 -0.585
C -0.757 0.335 1.171
C 2.879 -0.604 0.167
C -0.039 2.523 0.174
C 1.528 -0.307 -2.022
N -1.229 -2.604 -0.629
N -1.233 -1.357 -0.626
N -1.039 -0.903 0.773
O 3.137 -1.336 1.062
O 3.424 0.451 -0.426
H -0.963 -4.225 0.912
H -0.868 -1.866 2.516
H -2.591 2.964 0.089
H -3.253 1.475 0.707
H -0.540 3.113 -0.553
H -0.086 3.260 1.035
H 0.918 1.970 -0.116
H 2.418 -0.668 -2.502
H 0.868 -1.030 -1.978
H 1.043 0.562 -2.349
*
```

---

Entry 4:
Formula: C9H10N3O2
Source: the Open Molecules 2025 dataset
Level of theory: ωB97M-V/def2-TZVPD

Properties
- Orbital gap: 7.82 eV
- HOMO: -4.32 eV
- Max |F|: 0.082 Eh/bohr
- Total energy: -663.66081 a.u.

```
! RIJCOSX wB97M-V def2-TZVPD def2/J DEFGRID3
* xyz -1 1
C 0.706 0.319 3.232
C 1.512 -0.752 2.759
C -0.079 0.762 2.153
C 1.172 -0.868 1.398
C -0.109 -1.150 -2.190
C -2.705 -1.154 -1.319
C -1.038 -1.244 -1.095
C -0.295 0.350 -0.252
C 0.982 2.033 -1.557
N 0.773 -0.228 -2.284
N 0.217 0.029 1.057
N 0.732 0.628 -1.182
O -3.279 -0.124 -1.139
O -3.124 -2.242 -1.618
H 0.697 0.649 4.306
H 2.181 -1.383 3.284
H -0.830 1.505 2.113
H 1.376 -1.616 0.737
H -0.015 -1.890 -3.034
H -1.026 -2.166 -0.529
H -1.116 1.122 -0.219
H 0.201 2.658 -2.040
H 1.107 2.634 -0.623
H 1.959 2.128 -1.957
*
```

---

Entry 5:
Formula: C9H10N3O2S
Source: the Open Molecules 2025 dataset
Level of theory: ωB97M-V/def2-TZVPD

Properties
- Orbital gap (alpha / beta): 7.13 / 5.34 eV
- HOMO (alpha / beta): -13.26 / -12.05 eV
- Max |F|: 0.097 Eh/bohr
- Total energy: -1061.29859 a.u.

```
! RIJCOSX wB97M-V def2-TZVPD def2/J DEFGRID3
* xyz 1 1
C 1.308 -0.697 -0.313
C -1.477 -2.923 0.209
C -2.458 -2.037 0.695
C -0.320 -2.447 -0.297
C -2.400 -0.708 0.566
C -0.059 -1.095 -0.139
C -1.179 -0.085 0.037
C -1.912 2.302 0.007
C 2.360 2.290 -0.675
N 2.148 -1.521 -0.800
N 3.717 -0.090 -0.053
N -1.019 1.154 -0.108
O 3.388 -1.250 -0.550
O 2.255 1.088 1.669
S 2.334 0.747 0.295
H -1.706 -3.960 0.321
H -3.276 -2.464 1.229
H 0.423 -3.150 -0.596
H -3.276 -0.276 0.897
H -2.936 1.934 0.225
H -1.537 2.598 1.067
H -1.583 2.952 -0.765
H 2.795 3.010 -0.015
H 2.944 2.243 -1.686
H 1.467 2.385 -1.220
*
```

---

Entry 6:
Formula: C9H10N3OS
Source: the Open Molecules 2025 dataset
Level of theory: ωB97M-V/def2-TZVPD

Properties
- SMILES string: [H]/N=[N+](C=O)/C=[N+](\C)c1ccccc1[S-]
- Orbital gap (alpha / beta): 7.31 / 6.14 eV
- HOMO (alpha / beta): -12.77 / -12.63 eV
- Max |F|: 0.089 Eh/bohr
- Total energy: -986.22743 a.u.

```
! RIJCOSX wB97M-V def2-TZVPD def2/J DEFGRID3
* xyz 1 1
H -0.879 3.476 -2.901
N -0.606 3.151 -1.875
N -0.585 1.873 -1.750
C -0.965 1.046 -2.774
O -1.640 1.525 -3.688
C -0.065 1.434 -0.578
N -0.627 0.388 0.119
C -2.078 0.130 -0.086
C 0.216 -0.460 0.767
C -0.215 -1.229 1.871
C 0.752 -1.962 2.585
C 2.093 -2.026 2.202
C 2.485 -1.365 1.079
C 1.560 -0.687 0.270
S 2.001 0.107 -1.174
H -0.499 0.050 -2.628
H 0.669 2.020 -0.229
H -2.617 0.139 0.911
H -2.451 0.825 -0.863
H -2.348 -0.824 -0.599
H -1.129 -1.206 2.300
H 0.391 -2.455 3.505
H 2.911 -2.581 2.704
H 3.626 -1.366 0.831
*
```

---

Energy relative to the best compared isomer or geometry (same formula, charge and spin) readings, ordered: 3.203, 6.817, 6.079, 0.000, 5.891, 4.735 eV